123
Properties=species:S:1:pos:R:3 method="wB97M-V/def2-TZVPD" energy_ha=-3610.161890 e_homo_ev=-12.70 gap_ev=7.40 total_charge=+2 e_above_lowest_ev=0.6007
Na -1.387 1.531 -3.528
Na -3.564 -3.063 -1.306
Na 1.230 -3.408 -2.616
C -0.776 -0.337 0.649
F -0.842 -1.317 1.535
F -1.910 0.348 0.656
F 0.230 0.472 0.917
S -0.491 -1.116 -1.032
O 0.923 -1.433 -1.104
O -1.320 -2.327 -1.020
O -0.840 -0.089 -2.005
C -3.380 -3.678 2.108
O -4.033 -3.968 0.874
C -5.438 -4.214 1.000
C -5.988 -4.859 -0.252
O -5.779 -3.967 -1.362
C -6.165 -4.602 -2.584
H -2.394 -3.335 1.801
H -3.343 -4.525 2.791
H -3.853 -2.829 2.614
H -5.928 -3.254 1.190
H -5.580 -4.914 1.828
H -7.055 -5.052 -0.137
H -5.421 -5.779 -0.432
H -6.308 -3.790 -3.298
H -7.150 -5.072 -2.516
H -5.466 -5.364 -2.930
C -2.404 3.177 -0.663
O -1.891 3.439 -1.996
C -2.602 4.386 -2.771
C -1.851 4.508 -4.087
O -1.788 3.292 -4.843
C -1.251 3.574 -6.129
H -3.191 2.427 -0.746
H -2.812 4.133 -0.335
H -1.565 2.861 -0.053
H -2.748 5.334 -2.250
H -3.595 3.968 -2.997
H -0.829 4.875 -3.962
H -2.395 5.298 -4.623
H -2.040 3.948 -6.783
H -0.806 2.679 -6.566
H -0.440 4.306 -6.093
C 1.130 7.939 1.267
O 2.076 6.907 1.026
C 1.718 6.016 0.011
C 0.676 4.976 0.430
O 1.035 4.161 1.514
C 2.126 3.294 1.391
H 1.572 8.585 2.017
H 0.193 7.491 1.616
H 0.914 8.496 0.348
H 2.629 5.521 -0.335
H 1.325 6.571 -0.854
H 0.332 4.460 -0.481
H -0.195 5.504 0.824
H 2.473 2.997 2.379
H 2.949 3.634 0.760
H 1.807 2.335 0.946
C 4.146 -6.182 2.546
O 3.178 -5.307 3.041
C 2.204 -5.955 3.813
C 1.218 -5.026 4.502
O 0.654 -4.055 3.623
C -0.102 -3.142 4.370
H 4.978 -5.639 2.105
H 3.745 -6.918 1.833
H 4.563 -6.805 3.354
H 2.720 -6.562 4.569
H 1.620 -6.684 3.227
H 1.781 -4.527 5.299
H 0.374 -5.603 4.886
H -0.768 -2.565 3.729
H 0.513 -2.454 4.960
H -0.780 -3.645 5.077
C 0.005 0.707 4.367
O -1.189 1.183 3.802
C -1.026 2.442 3.197
C -2.377 3.069 2.913
O -3.156 3.078 4.082
C -4.249 3.960 4.001
H 0.419 1.421 5.084
H 0.765 0.503 3.595
H -0.170 -0.259 4.838
H -0.535 2.304 2.227
H -0.462 3.147 3.817
H -2.922 2.439 2.190
H -2.223 4.060 2.470
H -4.868 3.849 4.885
H -4.839 3.859 3.083
H -3.880 4.997 4.002
C 1.846 2.865 -4.228
O 1.099 2.461 -3.094
C 1.872 2.041 -1.970
C 3.047 1.130 -2.292
O 4.208 1.800 -2.717
C 4.831 2.566 -1.711
H 1.198 3.503 -4.831
H 2.130 2.016 -4.857
H 2.731 3.456 -3.995
H 1.182 1.476 -1.339
H 2.131 2.923 -1.384
H 2.714 0.456 -3.085
H 3.247 0.473 -1.436
H 4.232 3.420 -1.386
H 5.794 2.928 -2.062
H 5.038 1.926 -0.842
C 4.127 -3.735 -4.389
O 3.763 -3.624 -3.012
C 4.386 -4.541 -2.121
C 3.761 -4.349 -0.777
O 2.343 -4.556 -0.845
C 1.675 -4.012 0.291
H 3.503 -3.059 -4.967
H 3.887 -4.762 -4.702
H 5.194 -3.552 -4.514
H 5.459 -4.341 -2.080
H 4.214 -5.556 -2.499
H 3.964 -3.380 -0.313
H 4.134 -5.103 -0.074
H 1.915 -4.611 1.175
H 0.593 -4.114 0.204
H 1.922 -2.988 0.566